# C2H6N3O

The ion C2H6N3O with charge +1 (ωB97M-V/def2-TZVPD, the Open Molecules 2025 dataset).

```
! RIJCOSX wB97M-V def2-TZVPD def2/J DEFGRID3
* xyz 1 1
C 0.1055 0.8648 -1.2946
C 0.4673 0.1038 -0.0343
N -0.2366 1.4051 -0.1518
N 1.3631 -0.2061 0.9108
N -0.9403 -1.0074 0.0604
O 0.1300 0.9517 -2.4334
H -0.8047 2.0135 0.3386
H 1.2303 0.0247 1.8448
H 2.2708 -0.6708 0.6236
H -1.7449 -0.3801 -0.2525
H -1.0808 -1.3655 1.0163
H -0.7598 -1.7336 -0.6280
*
```

As for the HOMO energy: -15.0805 eV. The calculation puts the largest force on an atom at 4.268 eV/A. As for the electronic energy: -318.9750 a.u. Its molar mass is 88.09 g mol⁻¹. Its SMILES is N[C@@]1([NH3+])NC1=O. For the gap between HOMO and LUMO, the calculation gives 11.405 eV. The energy above the lowest of the compared OMol25 structures with the same formula, charge and spin is 79.9 kcal per mole.